# 1
A structure of composition C25H48Cl2MoO2P2 at a distorted geometry. Source: the OMol25 dataset; level of theory: the ωB97M-V functional and the def2-TZVPD basis.

Calculated values
**Kohn-Sham gap (spin up / spin down)**: 5.91 / 5.94 eV
**Multiplicity**: 3
**Expectation value of S²**: 2.02
**HOMO (spin up / spin down)**: -0.2468 / -0.2478 hartree
**ΔE to the lowest compared entry with this formula, charge and spin**: 21.9 kcal/mol
**E_LUMO (spin up / spin down)**: -0.8 / -0.8 eV
**Net charge**: 0

```
80
Properties=species:S:1:pos:R:3:forces:R:3
Mo -0.99685 0.29995 0.09862 5.0 -1.7 0.6
P -2.66836 -1.01018 -0.72630 1.8 1.9 1.3
C -3.19577 -2.63627 -0.31675 0.0 -0.4 0.3
C -3.72394 0.36335 -0.08787 -1.0 -1.3 -0.4
C -2.37593 -0.86758 -2.49412 -0.5 -0.4 0.2
C -2.58713 -3.21119 0.97878 0.0 -0.2 -0.2
H -2.79272 -3.18747 -1.18231 -0.3 -0.2 0.2
C -4.71609 -2.61031 -0.32659 -0.4 -0.9 0.1
H -5.12135 -2.09491 0.55722 0.1 -0.3 -0.4
H -5.02573 -3.65896 -0.30499 -0.4 0.2 0.1
H -5.11372 -2.14563 -1.23598 -0.1 -0.2 0.3
H -1.49265 -3.32084 0.90860 -0.5 0.1 0.0
H -3.03206 -4.20482 1.13210 0.2 0.2 0.1
H -2.80824 -2.59411 1.85552 0.0 0.0 -0.2
H -1.76770 -1.76559 -2.69474 -0.2 0.2 -0.1
C -1.54387 0.37395 -2.88834 0.1 -0.3 -0.2
C -3.74579 -0.99195 -3.15036 0.3 0.2 -1.1
H -4.14463 -2.00415 -3.01976 0.0 0.3 -0.1
H -3.59680 -0.81137 -4.21941 -0.4 -0.1 0.0
H -4.46460 -0.25130 -2.76405 0.2 -0.2 -0.2
H -0.93165 0.84602 -2.06937 -0.2 -0.2 -0.6
H -2.18891 1.14235 -3.33584 0.3 0.0 0.4
H -0.81209 0.08207 -3.65919 -0.2 0.3 0.4
C -3.96521 0.22824 1.42689 -0.4 0.2 -0.1
H -4.61202 0.11750 -0.67292 -0.8 1.0 0.4
C -3.16695 1.75472 -0.41791 -0.4 0.1 -0.3
H -4.32824 -0.76336 1.71946 0.2 0.3 0.0
H -4.73989 0.96329 1.69003 0.2 -0.2 0.1
H -3.06175 0.47182 2.00782 -0.3 -0.2 -0.2
H -2.19605 1.98784 0.10296 -0.8 0.6 -0.2
H -3.91127 2.47793 -0.04060 0.6 -0.1 0.0
H -3.06965 1.93979 -1.49640 0.1 0.0 0.4
Cl -0.54242 1.08812 2.34446 -0.7 -0.3 -0.6
H -0.25291 -1.19042 0.75221 -0.6 1.0 -0.8
H -0.32017 -1.22311 -0.51825 -0.1 1.0 0.8
P 2.58742 -1.15657 0.91019 -2.8 1.4 -0.5
C 3.33067 -1.84219 -0.63710 0.1 0.0 0.6
C 3.66076 0.12182 1.71068 0.2 -0.9 0.0
C 2.33742 -2.57819 2.06418 0.6 0.5 -0.4
C 2.67627 -1.24362 -1.89728 0.2 0.2 -0.1
H 3.04577 -2.91349 -0.59326 0.4 0.3 0.0
C 4.85542 -1.68751 -0.64489 -0.2 -0.4 -0.4
H 5.13576 -0.65153 -0.88255 0.0 -0.5 0.0
H 5.22629 -2.36917 -1.42216 0.4 0.3 0.1
H 5.29136 -1.96226 0.32404 0.0 0.0 -0.3
H 1.66303 -1.64128 -2.05300 0.2 0.0 0.1
H 3.29386 -1.53043 -2.76413 -0.2 0.1 0.1
H 2.56153 -0.14300 -1.86704 0.2 -0.6 0.1
H 1.79781 -3.29849 1.42352 0.3 0.1 0.1
C 1.40307 -2.23530 3.24582 0.2 -0.4 -0.1
C 3.69904 -3.13430 2.47886 -0.5 -0.5 0.3
H 4.25180 -3.48836 1.59504 -0.1 0.0 0.4
H 3.50681 -3.97030 3.17088 0.6 0.1 -0.1
H 4.29750 -2.35410 2.97967 -0.2 -0.4 -0.1
H 0.69563 -1.42817 3.01434 0.3 -0.1 0.0
H 1.99089 -1.97051 4.13534 -0.3 0.0 -0.2
H 0.81672 -3.13656 3.46981 0.1 0.2 0.2
C 3.88955 1.28958 0.73854 0.2 -0.1 -0.3
H 4.60023 -0.44264 1.93021 -0.2 1.0 0.2
C 2.97285 0.63283 3.00190 0.3 0.2 -0.4
H 4.66792 1.02952 -0.00181 -0.4 0.3 0.3
H 4.23221 2.15635 1.31803 0.1 -0.1 -0.2
H 2.98227 1.58446 0.16955 0.5 -0.3 0.5
H 1.93103 0.96278 2.82217 0.7 -0.2 0.0
H 3.55511 1.50358 3.34665 -0.2 -0.3 0.1
H 2.96457 -0.12070 3.78416 0.0 0.0 0.1
Cl -1.10509 7.39305 0.69151 -0.3 0.5 0.3
C -0.48865 5.98767 -0.06752 0.3 -1.1 -1.3
C -0.79909 5.72017 -1.42403 0.4 -0.3 0.8
C -0.25511 4.57600 -2.04109 -0.2 1.1 0.4
C 0.60491 3.73093 -1.34529 -0.9 -0.2 0.9
C 0.84321 3.97891 0.02761 -0.1 0.2 -0.7
C 0.33055 5.11706 0.65511 -0.1 -0.3 -0.6
C 1.11718 2.46454 -2.02846 1.4 0.3 -0.3
O 1.10835 2.46404 -3.27870 -0.4 -0.5 1.0
O 1.62921 1.59546 -1.23345 -1.7 0.3 -0.7
H -1.44550 6.40974 -1.96514 0.2 -0.2 0.1
H -0.47547 4.39161 -3.08942 0.1 -0.1 0.2
H 1.46010 3.27937 0.58710 -0.1 0.1 -0.1
H 0.56793 5.31576 1.68877 -0.1 0.1 0.1
```
Forces are in eV/Å.

---

# 2
A structure of composition C25H48ClNO4P2Pd at a distorted geometry. Source: the OMol25 dataset; level of theory: the ωB97M-V functional and the def2-TZVPD basis.

Calculated values
**Kohn-Sham gap (spin up / spin down)**: 3.49 / 4.29 eV
**Multiplicity**: 5
**Expectation value of S²**: 6.03
**HOMO (spin up / spin down)**: -0.1310 / -0.2648 hartree
**E_LUMO (spin up / spin down)**: -0.1 / -2.9 eV
**Net charge**: 0

```
82
Properties=species:S:1:pos:R:3:forces:R:3
Pd -0.71848 -1.03728 -0.11294 0.8 4.8 0.8
Cl -0.20450 0.13904 -3.62240 0.2 0.4 -2.5
P -0.30738 -2.77613 -1.36900 0.6 -1.6 0.2
C 0.76201 -3.34149 -2.72238 -0.5 -0.2 0.0
C -0.00028 -3.65294 0.20664 0.0 -1.2 -0.2
C -2.01531 -2.67267 -1.94901 -0.6 -0.3 -0.6
C 2.11350 -2.61075 -2.77939 -0.1 -0.2 -0.1
H 0.15192 -3.07079 -3.60782 0.4 -0.2 0.2
C 0.92348 -4.85819 -2.60584 0.1 -0.1 -0.4
H 1.54173 -5.12408 -1.73561 -0.2 0.1 -0.3
H 1.42947 -5.19760 -3.51375 0.0 -0.3 0.2
H -0.04411 -5.37596 -2.53082 0.4 0.1 0.0
H 2.00010 -1.55552 -3.05157 0.0 -0.2 0.1
H 2.70358 -3.10066 -3.55964 0.1 0.1 0.1
H 2.65993 -2.68741 -1.82805 -0.1 0.0 -0.3
H -1.95783 -2.05357 -2.86712 0.1 -0.2 0.4
C -3.03328 -1.98945 -1.00028 -0.4 0.2 0.0
C -2.49837 -4.07777 -2.32223 -0.3 -0.2 -0.2
H -1.95045 -4.47421 -3.18998 -0.2 0.1 0.3
H -3.56675 -4.03549 -2.58583 0.3 -0.1 0.0
H -2.38797 -4.77906 -1.47515 -0.1 0.3 -0.4
H -2.70309 -1.08043 -0.45153 -0.1 -0.2 -0.3
H -3.43045 -2.68683 -0.25292 0.1 0.2 -0.2
H -3.86726 -1.59775 -1.60792 0.2 -0.4 0.2
C 1.33455 -3.20936 0.84352 0.1 0.1 0.1
H 0.07229 -4.70562 -0.11430 0.1 0.0 0.6
C -1.15712 -3.51144 1.21990 -0.1 0.1 0.2
H 2.19178 -3.39370 0.18499 -0.2 0.0 0.1
H 1.48300 -3.78356 1.76955 0.0 0.1 -0.3
H 1.34063 -2.13884 1.11779 -0.1 -0.4 -0.1
H -1.41529 -2.45237 1.43996 0.1 -0.7 0.1
H -0.84177 -3.94762 2.18033 -0.1 0.0 -0.4
H -2.07197 -4.01011 0.88192 0.2 0.0 0.1
H 0.41812 -1.35745 -1.39084 -0.7 1.2 0.4
H -0.39951 -0.01884 -2.32196 -0.1 -0.2 2.1
P 0.31347 2.87371 -1.32918 -0.1 -0.7 0.8
C -0.95003 3.46652 -2.51211 0.2 -0.4 -0.3
C 0.25844 3.75661 0.30257 0.1 0.2 -0.3
C 1.97142 2.66629 -2.07968 -0.3 -0.4 -0.1
C -2.32354 2.77686 -2.32979 0.2 0.0 0.1
H -0.54975 3.16621 -3.50475 -0.1 0.2 0.5
C -1.01818 4.99085 -2.40617 -0.2 0.3 -0.2
H -1.53170 5.29561 -1.48207 0.2 0.0 -0.3
H -1.60194 5.36907 -3.25564 0.1 0.0 0.2
H -0.01901 5.44976 -2.45016 -0.4 0.0 0.1
H -2.27835 1.70724 -2.58058 0.1 0.4 0.2
H -3.03011 3.25385 -3.01603 0.0 0.0 0.1
H -2.69999 2.89197 -1.30430 0.1 -0.1 -0.3
H 1.75552 2.11349 -3.01841 0.0 0.4 0.4
C 2.94046 1.79188 -1.24380 0.0 0.0 -0.1
C 2.47846 4.07231 -2.39383 0.4 0.2 -0.2
H 1.88012 4.52999 -3.19794 0.2 0.0 0.3
H 3.51776 4.00651 -2.74750 -0.2 0.1 0.1
H 2.45700 4.71393 -1.49585 0.1 -0.2 -0.4
H 2.40398 1.01940 -0.66699 0.2 0.3 -0.2
H 3.54679 2.40200 -0.56188 -0.3 -0.2 -0.1
H 3.63433 1.28464 -1.93361 -0.2 0.2 0.2
C -1.09528 3.51445 0.99545 0.0 -0.2 0.0
H 0.35808 4.81849 0.02103 -0.1 -0.1 0.1
C 1.43124 3.35916 1.21329 0.0 -0.3 0.0
H -1.93053 3.96894 0.44734 0.2 -0.2 0.1
H -1.06043 3.97103 1.99667 0.0 -0.1 -0.3
H -1.28086 2.43219 1.11935 0.0 0.4 0.0
H 1.43368 2.26156 1.35146 0.1 0.5 0.0
H 1.29272 3.82876 2.20301 0.0 -0.1 -0.4
H 2.39662 3.69435 0.81251 -0.2 -0.1 0.1
O -1.50041 -0.01176 1.66484 0.0 -0.8 -0.8
C -0.32001 0.10700 2.14099 0.6 -0.3 1.7
O 0.70639 0.14730 1.37115 -0.8 0.0 -0.2
C -0.16151 0.08924 3.62680 0.2 0.7 -1.4
C 0.52995 1.13959 4.25792 0.1 -0.2 0.8
C 0.66204 1.13583 5.64035 0.2 0.5 -1.2
C 0.18743 0.05808 6.38767 0.4 -0.8 1.8
C -0.53958 -0.97570 5.75978 -0.2 -0.3 -0.3
C -0.71728 -0.94347 4.39382 -0.5 -0.2 0.4
N 0.55955 -0.07773 7.76424 -0.4 0.3 -1.5
O 1.25389 0.83305 8.27853 0.0 0.1 0.1
O 0.19836 -1.09856 8.39905 -0.1 -0.1 -0.1
H 0.95239 1.95609 3.67014 -0.1 -0.2 0.2
H 1.17045 1.93298 6.13853 0.2 0.3 0.3
H -0.93137 -1.78598 6.36987 0.1 0.2 -0.1
H -1.30559 -1.72774 3.90757 0.2 0.2 0.1
```
Forces are in eV/Å.

---

# 3
A structure of composition C25H48GeN5S4SbSi3V at a distorted geometry. Source: the OMol25 dataset; level of theory: the ωB97M-V functional and the def2-TZVPD basis.

Calculated values
**Kohn-Sham gap (spin up / spin down)**: 2.94 / 6.70 eV
**Multiplicity**: 4
**Expectation value of S²**: 3.81
**HOMO (spin up / spin down)**: 0.0372 / -0.1017 hartree
**ΔE to the lowest compared entry with this formula, charge and spin**: 46.7 kcal/mol
**E_LUMO (spin up / spin down)**: 4.0 / 3.9 eV
**Net charge**: -2

```
88
Properties=species:S:1:pos:R:3:forces:R:3
V -0.18242 -0.31316 1.37510 -0.6 -0.2 0.5
S -2.38345 -2.60576 5.29442 0.4 0.3 -0.5
Sb -2.30730 -2.02128 3.08102 -1.0 -0.4 0.3
S -0.02464 -2.53856 2.07869 -0.6 -0.7 0.3
S -1.91940 0.33470 2.69595 -0.5 -0.2 0.1
S -3.86002 -2.97593 1.71239 0.6 0.4 0.2
C 3.04818 -0.46957 2.24063 -0.2 -0.1 0.4
C 2.26756 -1.35852 3.21490 0.5 0.0 0.0
C 2.55332 -0.90814 4.65639 -0.1 -0.1 -0.3
C 2.75108 -2.80843 3.05111 -0.1 0.2 0.1
C 0.76585 -1.17489 2.95047 0.4 -0.9 0.9
H 4.11742 -0.52519 2.43995 0.2 0.0 -0.1
H 2.72630 0.56646 2.34315 0.1 0.0 -0.1
H 2.85416 -0.78580 1.21662 0.1 0.0 -0.2
H 3.62553 -0.91615 4.86796 0.0 0.0 0.0
H 2.05086 -1.56937 5.36444 0.0 0.0 0.0
H 2.17593 0.10255 4.80817 0.0 0.1 0.1
H 3.81688 -2.89606 3.27335 0.1 0.1 0.0
H 2.59785 -3.14652 2.02571 0.0 -0.1 0.0
H 2.20506 -3.47651 3.71904 0.0 0.0 0.0
H 0.25212 -1.09040 3.92408 0.1 0.2 -0.4
C 0.76268 -2.22876 -1.39557 -0.1 0.1 0.0
C -0.60619 -1.65052 -1.37655 -0.1 -0.4 -0.7
N -1.06219 -0.86002 -0.43006 0.3 -0.4 0.1
C -2.36538 -0.59127 -0.72360 -0.8 0.1 -0.4
C -2.69518 -1.20615 -1.89105 0.0 0.1 0.3
N -1.57525 -1.88139 -2.30683 0.5 0.6 1.1
C -1.41509 -2.58127 -3.55719 -0.2 -0.7 -1.1
N -2.55098 -3.36091 -3.90324 0.1 -0.1 1.1
N -3.15935 -3.22181 -5.12973 1.1 2.1 -1.6
N -4.06262 -4.13957 -5.25449 -1.0 -1.3 0.3
C -4.08168 -4.90583 -4.13973 0.4 0.6 -0.3
C -4.85196 -6.02180 -3.78729 -0.3 -0.2 -0.3
C -4.61218 -6.58731 -2.54774 0.2 -0.1 0.6
C -3.65392 -6.08684 -1.67040 -0.7 -1.0 0.3
C -2.87056 -4.98538 -2.00013 0.6 0.7 -0.4
C -3.09951 -4.41944 -3.23831 0.0 -0.3 0.2
H 1.26945 -1.92235 -0.47789 0.1 -0.1 -0.1
H 1.33682 -1.87469 -2.24994 0.1 0.0 -0.1
H 0.72100 -3.31795 -1.42143 0.0 0.0 0.0
H -2.96568 0.02981 -0.08115 -0.1 -0.1 0.0
H -3.60949 -1.24099 -2.44305 -0.2 -0.1 -0.1
H -0.52017 -3.21750 -3.46979 0.0 0.1 0.1
H -1.26676 -1.86400 -4.37906 0.0 -0.2 0.2
H -5.60026 -6.41245 -4.45952 -0.1 0.0 -0.1
H -5.19533 -7.44576 -2.23904 -0.1 -0.1 0.0
H -3.51745 -6.55162 -0.70495 0.0 -0.1 0.1
H -2.14660 -4.58578 -1.30786 0.1 0.1 0.1
C 3.91113 0.66600 -0.91651 -0.6 0.3 0.3
Si 2.35951 1.80786 -1.13055 0.9 -0.3 -1.1
C 1.60715 1.12473 -2.77210 0.0 0.2 0.6
C 3.20968 3.45378 -1.66092 -0.5 -0.3 0.4
Ge 0.63132 1.81945 0.57220 1.0 2.3 -0.8
Si 1.26795 3.49233 2.20600 0.1 0.7 1.2
C 1.63300 5.32182 1.69768 -0.2 -0.7 -0.2
C 2.79542 3.06738 3.31937 -0.5 -0.1 -0.7
C -0.16870 3.62841 3.47473 0.3 -0.2 -0.5
Si -0.99368 3.14665 -0.65950 -1.1 0.6 -0.7
C -2.52953 3.42371 0.46276 0.6 -0.3 -0.1
C -0.55261 4.91054 -1.31758 0.2 -0.6 0.5
C -1.68680 2.37498 -2.28600 0.5 -0.1 0.6
H 4.59452 0.77045 -1.75755 -0.1 0.2 -0.2
H 3.63669 -0.38318 -0.86014 -0.1 -0.2 0.0
H 4.46388 0.90794 -0.01411 0.1 0.0 0.2
H 2.28870 0.46855 -3.30739 0.2 -0.1 0.0
H 1.33659 1.93362 -3.44185 -0.1 0.2 -0.1
H 0.70101 0.56522 -2.56148 -0.2 -0.1 0.0
H 3.88070 3.31260 -2.50510 0.1 -0.2 -0.1
H 3.78923 3.86661 -0.84168 0.2 0.1 0.2
H 2.47341 4.19690 -1.94580 -0.2 0.2 0.0
H 2.31657 5.37082 0.85861 0.2 0.0 -0.3
H 2.07336 5.87236 2.52321 0.1 0.0 0.3
H 0.72625 5.84242 1.40833 -0.2 0.1 -0.1
H 3.68299 2.86913 2.72383 0.2 -0.1 -0.1
H 2.59055 2.18450 3.91454 0.0 -0.2 0.1
H 3.03055 3.87341 4.00865 -0.1 0.3 0.0
H -0.96391 4.27224 3.10869 -0.1 0.1 -0.1
H 0.15202 4.01538 4.43793 0.2 0.1 0.1
H -0.60631 2.64524 3.63941 -0.1 -0.1 0.1
H -2.39754 4.30059 1.08921 0.1 0.2 0.2
H -2.66124 2.57386 1.12806 -0.1 -0.1 0.1
H -3.45024 3.55263 -0.10031 -0.1 0.0 -0.2
H -0.27395 5.58630 -0.51818 0.1 0.2 0.2
H -1.39367 5.35158 -1.84566 -0.3 -0.1 -0.1
H 0.28128 4.86487 -2.00948 0.2 0.0 -0.2
H -1.88341 1.31463 -2.18146 0.0 -0.2 0.0
H -0.98839 2.49611 -3.10693 0.2 0.1 -0.2
H -2.62050 2.84565 -2.58089 -0.2 0.2 0.1
```
Forces are in eV/Å.